1.
Density functional theory data (the ωB97M-V functional and the def2-TZVPD basis) for a 2-piece molecular cluster, C42H36N overall in a non-equilibrium geometry.

```
79
C42H36N, DFT the ωB97M-V functional and the def2-TZVPD basis
C -1.754 4.126 1.602
C -0.625 3.780 2.349
C -0.069 2.502 2.265
C -0.678 1.529 1.484
C -0.096 0.122 1.348
C 0.920 -0.294 2.412
C 0.626 -1.097 3.522
C 1.648 -1.827 4.140
C 2.961 -1.754 3.657
C 3.262 -0.870 2.623
C 2.255 -0.041 2.135
C -1.222 -0.935 1.457
C -2.307 -0.701 2.310
C -3.233 -1.710 2.593
C -3.050 -2.988 2.058
C -1.959 -3.243 1.221
C -1.053 -2.218 0.918
C 0.602 -0.007 -0.039
C -0.419 0.031 -1.164
C 0.390 0.212 -2.424
C 1.621 0.969 -1.960
N 1.726 0.934 -0.464
C -1.892 1.841 0.844
C -2.398 3.141 0.852
H -2.134 5.147 1.609
H -0.148 4.527 2.982
H 0.841 2.258 2.823
H -0.400 -1.209 3.873
H 1.405 -2.485 4.974
H 3.750 -2.373 4.089
H 4.269 -0.815 2.206
H 2.459 0.803 1.488
H -2.435 0.276 2.792
H -4.085 -1.493 3.244
H -3.752 -3.793 2.298
H -1.790 -4.238 0.799
H -0.201 -2.437 0.266
H 1.084 -1.000 -0.055
H -1.046 -0.868 -1.163
H -1.079 0.890 -1.034
H 0.703 -0.754 -2.840
H -0.153 0.766 -3.204
H 2.511 0.535 -2.428
H 1.535 1.995 -2.319
H 2.587 0.395 -0.282
H -2.471 1.059 0.340
H -3.301 3.366 0.279
C 3.372 2.297 0.030
C 4.517 1.891 0.892
C 4.408 1.836 2.306
C 5.486 1.507 3.130
C 6.724 1.175 2.562
C 6.878 1.263 1.174
C 5.817 1.671 0.375
C 3.691 2.542 -1.397
C 2.938 3.674 -1.836
C 2.939 4.061 -3.169
C 3.692 3.317 -4.080
C 4.459 2.219 -3.655
C 4.466 1.820 -2.308
C 2.256 4.253 -0.682
C 2.662 3.511 0.477
C 2.654 4.188 1.692
C 2.037 5.450 1.780
C 1.485 6.073 0.654
C 1.621 5.479 -0.602
H 3.449 2.015 2.805
H 5.349 1.519 4.219
H 7.551 0.879 3.201
H 7.846 1.059 0.710
H 6.026 1.882 -0.669
H 2.366 4.954 -3.449
H 3.698 3.600 -5.131
H 5.074 1.674 -4.369
H 5.001 0.916 -2.005
H 3.159 3.812 2.579
H 2.014 5.945 2.756
H 0.988 7.034 0.761
H 1.297 5.965 -1.526
```

Computed properties:
2S+1	1
ΔE to the lowest compared entry with this formula, charge and spin	53.8	kcal per mole
HOMO-LUMO gap	5.902	eV
calculated total energy	-45619.514	eV
charge	+1

Calculated atomic charges, method Mulliken, unit e: C -0.78; C -0.89; C -0.09; C 0.39; C 4.21; C -0.34; C -0.57; C -0.84; C -1.10; C -0.62; C 1.14; C -0.94; C -0.01; C -1.04; C -0.65; C -1.00; C -0.22; C -2.59; C -0.82; C -1.12; C 0.09; N 0.15; C 0.14; C -1.33; H 0.44; H 0.61; H 0.35; H 0.48; H 0.43; H 0.40; H 0.53; H -0.98; H 0.45; H 0.42; H 0.40; H 0.42; H 0.43; H 0.78; H 0.45; H 0.52; H 0.31; H 0.43; H 0.12; H 0.01; H 0.67; H 0.57; H 0.43; C 1.48; C 2.16; C -0.01; C -0.84; C -0.61; C -1.08; C -0.83; C -0.47; C 0.17; C -0.09; C -0.97; C -1.18; C 0.10; C -0.27; C 0.79; C 0.12; C -1.03; C -0.88; C -0.78; H -0.39; H 0.43; H 0.43; H 0.46; H 0.80; H 0.42; H 0.44; H 0.44; H 0.63; H 0.39; H 0.51; H 0.44; H 0.43

2.
Density functional theory data (the ωB97M-V functional and the def2-TZVPD basis) for a 3-piece molecular cluster, C42H37ClO12 overall in a non-equilibrium geometry.

```
92
C42H37ClO12, DFT the ωB97M-V functional and the def2-TZVPD basis
C 1.873 -1.754 4.995
O 2.852 -1.799 3.986
C 2.480 -1.123 2.812
C 1.589 -1.910 1.796
Cl 1.766 -3.652 2.205
C 2.089 -1.577 0.394
C 3.245 -2.410 -0.196
C 2.930 -3.222 -1.456
C 2.582 -4.672 -1.152
O 1.762 -5.270 -2.170
C 2.449 -5.755 -3.231
C 1.983 -7.104 -3.713
O 3.354 -5.155 -3.783
C 0.846 -1.388 -0.438
O 0.751 -1.087 -1.606
O -0.244 -1.525 0.343
C 0.024 -1.582 1.752
O -0.812 -2.615 2.137
C -0.397 -0.227 2.307
C -1.076 -0.281 3.662
O -1.024 1.015 4.266
C -1.215 0.936 5.614
O -2.294 0.720 6.115
H 1.026 -2.381 4.712
H 1.554 -0.734 5.205
H 2.311 -2.191 5.882
H 3.417 -0.882 2.326
H 2.010 -0.185 3.105
H 2.480 -0.558 0.427
H 3.595 -3.090 0.574
H 4.076 -1.749 -0.405
H 3.834 -3.243 -2.055
H 2.172 -2.786 -2.090
H 3.482 -5.265 -1.013
H 2.009 -4.748 -0.237
H 1.412 -6.931 -4.619
H 2.866 -7.654 -4.007
H 1.391 -7.632 -2.981
H -0.874 -2.659 3.093
H 0.417 0.486 2.358
H -1.108 0.180 1.599
H -0.628 -1.031 4.314
H -2.114 -0.576 3.537
H -0.323 1.075 6.233
C -7.069 7.424 2.254
C -5.799 7.185 1.739
C -5.110 6.038 2.093
C -5.683 5.128 2.972
C -6.950 5.378 3.504
C -7.643 6.524 3.134
C -7.570 4.438 4.480
O -8.674 4.652 4.936
C -6.793 3.233 4.883
C -7.326 2.368 5.828
C -6.621 1.237 6.204
C -5.383 0.960 5.634
C -4.845 1.822 4.693
C -5.543 2.962 4.320
C -4.933 3.891 3.328
O -3.854 3.651 2.826
H -7.608 8.317 1.969
H -5.348 7.895 1.058
H -4.125 5.843 1.692
H -8.627 6.705 3.541
H -8.290 2.586 6.267
H -7.037 0.566 6.945
H -4.836 0.076 5.927
H -3.882 1.613 4.252
C 0.234 -0.799 -6.714
C 0.233 -0.754 -5.324
C 1.382 -0.402 -4.638
C 2.543 -0.106 -5.341
C 2.551 -0.171 -6.737
C 1.390 -0.509 -7.419
C 3.794 0.101 -7.510
O 3.802 0.054 -8.723
C 5.034 0.428 -6.751
C 6.218 0.635 -7.446
C 7.377 0.951 -6.760
C 7.358 1.068 -5.374
C 6.182 0.859 -4.675
C 5.018 0.531 -5.359
C 3.767 0.280 -4.586
O 3.754 0.384 -3.376
H -0.668 -1.067 -7.248
H -0.667 -0.992 -4.773
H 1.381 -0.361 -3.559
H 1.399 -0.547 -8.500
H 6.226 0.545 -8.523
H 8.300 1.107 -7.303
H 8.264 1.321 -4.839
H 6.160 0.945 -3.598
```

Computed properties:
2S+1	1
HOMO-LUMO gap	8.609	eV
calculated total energy	-81246.685	eV

Calculated atomic charges, method Mulliken, unit e: C -0.67; O -0.47; C -0.74; C 1.24; Cl -0.16; C 0.03; C -1.00; C -0.52; C -0.54; O -0.39; C 0.77; C -1.12; O -0.54; C -0.38; O -0.59; O -0.51; C 0.75; O -0.64; C -1.70; C -0.29; O -0.30; C -0.02; O -0.42; H 0.23; H 0.25; H 0.35; H 0.39; H 0.46; H 0.55; H 0.60; H 0.41; H 0.51; H 0.15; H 0.40; H 0.29; H 0.30; H 0.35; H 0.29; H 0.46; H 0.64; H 0.39; H 0.29; H 0.40; H 0.45; C -0.48; C -0.48; C -0.51; C 0.12; C 0.15; C -0.56; C 0.59; O -0.67; C 0.43; C -0.64; C -0.64; C -0.29; C -0.48; C -0.09; C 0.50; O -0.68; H 0.40; H 0.40; H 0.47; H 0.47; H 0.48; H 0.39; H 0.43; H 0.67; C -0.43; C -0.73; C -0.73; C 0.17; C 0.50; C -0.69; C 0.53; O -0.67; C 0.22; C -0.57; C -0.46; C -0.53; C -0.47; C 0.11; C 0.53; O -0.67; H 0.39; H 0.48; H 0.85; H 0.48; H 0.47; H 0.40; H 0.40; H 0.49

What is the calculated total energy in the first record?
-45619.514 eV

Number 1 is which compound?
C42H36N